No. 1
A cluster of 3 separate species, C49H55BClFNO5 in total, computed with ωB97M-V/def2-TZVPD.

Results
Calculated total energy, Eh: -2915.87079

Geometry as ORCA input:
```
! RIJCOSX wB97M-V def2-TZVPD def2/J DEFGRID3
* xyz 1 1
C 2.62 4.70 6.05
C 2.24 4.46 4.93
C 1.72 4.15 3.60
C 0.51 3.19 3.66
C 0.93 1.73 3.52
C -0.21 0.74 3.22
C 0.33 -0.40 2.32
C -0.30 -1.80 2.45
B -1.57 -1.94 1.45
C -2.82 -1.01 1.53
O -1.56 -2.91 0.50
N -0.71 -2.15 3.87
C -0.44 -3.58 4.25
F -1.45 -4.25 3.62
C 0.90 -4.16 3.84
C 1.45 -5.13 4.89
C -0.34 -1.13 4.95
C 1.14 -1.15 5.32
C 1.43 -0.42 6.64
C 2.61 -1.07 7.36
Cl 2.05 -2.34 8.49
C -0.96 0.18 4.44
C -1.21 1.18 5.56
C -2.06 0.65 6.72
C -3.36 -0.04 6.29
C -4.45 0.09 7.35
H 2.99 4.91 7.02
H 2.53 3.68 3.03
H 1.46 5.07 3.07
H 0.05 3.34 4.64
H -0.23 3.46 2.91
H 1.48 1.44 4.42
H 1.64 1.67 2.69
H -0.95 1.30 2.63
H 1.41 -0.48 2.49
H 0.22 -0.11 1.27
H 0.45 -2.52 2.13
H -3.50 -1.19 0.70
H -2.56 0.06 1.57
H -3.38 -1.21 2.46
H -0.82 -3.52 0.57
H -1.73 -2.10 3.88
H -0.61 -3.65 5.33
H 0.76 -4.67 2.89
H 1.62 -3.37 3.65
H 0.92 -6.09 4.85
H 1.35 -4.73 5.90
H 2.51 -5.32 4.71
H -0.90 -1.46 5.82
H 1.76 -0.74 4.52
H 1.46 -2.18 5.46
H 0.56 -0.50 7.29
H 1.63 0.64 6.49
H 3.29 -1.57 6.67
H 3.17 -0.35 7.95
H -1.96 -0.10 4.08
H -0.28 1.61 5.93
H -1.77 2.02 5.11
H -2.31 1.49 7.36
H -1.48 -0.03 7.35
H -3.18 -1.11 6.11
H -3.72 0.39 5.35
H -4.84 1.11 7.38
H -4.08 -0.17 8.34
H -5.29 -0.57 7.13
C -0.69 -1.33 -8.35
C 0.48 -1.76 -7.73
C 0.43 -2.36 -6.48
C -0.79 -2.52 -5.84
C -1.97 -2.08 -6.46
C -1.91 -1.49 -7.71
C -3.29 -2.21 -5.78
O -4.31 -1.83 -6.31
C -3.31 -2.82 -4.42
C -4.52 -2.92 -3.74
C -4.56 -3.49 -2.48
C -3.40 -3.97 -1.89
C -2.19 -3.87 -2.56
C -2.14 -3.29 -3.82
C -0.82 -3.17 -4.50
O 0.19 -3.58 -3.97
H -0.64 -0.85 -9.32
H 1.44 -1.61 -8.22
H 1.33 -2.70 -5.99
H -2.83 -1.15 -8.18
H -5.42 -2.55 -4.22
H -5.51 -3.56 -1.96
H -3.44 -4.41 -0.91
H -1.28 -4.24 -2.12
C 4.97 6.26 -8.99
C 5.65 5.06 -9.21
C 5.14 3.87 -8.73
C 3.94 3.87 -8.02
C 3.27 5.07 -7.79
C 3.79 6.26 -8.28
C 2.00 5.11 -7.01
O 1.40 6.15 -6.82
C 1.48 3.81 -6.47
C 0.31 3.82 -5.72
C -0.19 2.63 -5.22
C 0.47 1.43 -5.47
C 1.63 1.42 -6.21
C 2.14 2.61 -6.72
C 3.40 2.57 -7.52
O 3.96 1.52 -7.75
H 5.37 7.18 -9.38
H 6.58 5.06 -9.76
H 5.65 2.93 -8.90
H 3.25 7.18 -8.10
H -0.19 4.76 -5.54
H -1.11 2.64 -4.64
H 0.07 0.50 -5.09
H 2.15 0.50 -6.42
*
```



No. 2
A structure of composition C49H56CrN3OP2SSb in a non-equilibrium geometry, computed with ωB97M-V/def2-TZVPD.

Results
Calculated total energy, Eh: -4504.86070

Geometry as ORCA input:
```
! RIJCOSX wB97M-V def2-TZVPD def2/J DEFGRID3
* xyz 3 4
Cr 0.97 1.21 -0.03
C 3.66 -0.92 2.79
N 2.81 0.23 2.19
P 1.13 0.00 2.09
C 0.73 -1.73 1.81
C -0.32 -2.35 2.50
C -0.55 -3.68 2.22
C 0.13 -4.34 1.23
C 1.23 -3.79 0.60
C 1.54 -2.48 0.89
C 0.35 0.39 3.76
C -0.07 1.70 3.89
C -0.63 2.20 5.07
C -0.74 1.37 6.21
C -0.28 0.05 6.14
C 0.15 -0.46 4.92
P 3.25 1.27 0.73
C 3.89 2.76 1.41
C 3.41 3.28 2.62
C 3.86 4.52 3.14
C 4.78 5.24 2.42
C 5.42 4.71 1.31
C 4.99 3.47 0.83
C 4.70 0.47 0.23
C 5.92 0.51 0.98
C 7.03 -0.21 0.52
C 6.88 -1.04 -0.63
C 5.73 -1.00 -1.39
C 4.66 -0.23 -0.93
H 4.64 -0.59 3.00
H 3.70 -1.76 2.06
H 3.08 -1.26 3.67
H -0.91 -1.81 3.23
H -1.38 -4.20 2.68
H -0.36 -5.30 0.97
H 1.93 -4.35 -0.04
H 2.25 -1.91 0.30
H -0.19 2.31 2.94
H -0.91 3.23 5.14
H -1.19 1.72 7.11
H -0.28 -0.58 7.08
H 0.35 -1.49 4.83
H 2.72 2.62 3.23
H 3.36 4.89 4.06
H 5.12 6.27 2.78
H 6.11 5.31 0.80
H 5.42 3.00 -0.03
H 6.04 1.11 1.88
H 7.94 -0.07 1.11
H 7.70 -1.73 -0.91
H 5.65 -1.45 -2.39
H 3.78 -0.15 -1.58
N 0.13 0.05 -1.60
C 0.08 0.82 -2.93
C 0.34 2.29 -2.71
N 1.26 2.61 -1.68
H 0.85 -0.68 -1.68
H -0.72 -0.38 -1.41
H -0.94 0.72 -3.37
H 0.71 0.28 -3.70
H -0.63 2.76 -2.52
H 0.71 2.77 -3.68
H 1.07 3.57 -1.43
H 2.27 2.47 -1.94
C -1.85 -2.74 -5.60
C -0.68 -3.38 -6.37
O 0.23 -3.91 -5.50
C 1.35 -4.47 -6.32
C 2.37 -5.20 -5.55
H -1.48 -2.62 -4.59
H -2.68 -3.44 -5.55
H -2.15 -1.75 -6.02
H -0.32 -2.61 -7.13
H -0.98 -4.19 -7.02
H 1.89 -3.68 -6.91
H 0.87 -5.16 -7.00
H 3.04 -4.62 -4.91
H 3.07 -5.65 -6.25
H 1.86 -5.99 -4.97
S -1.06 2.50 0.66
Sb -3.13 0.96 0.75
C -4.19 1.90 -0.78
C -5.32 1.32 -1.44
C -5.72 1.80 -2.67
C -5.23 3.00 -3.17
C -4.15 3.61 -2.52
C -3.67 3.13 -1.29
C -3.05 -1.03 -0.38
C -3.45 -2.19 0.37
C -4.02 -3.29 -0.30
C -4.07 -3.32 -1.69
C -3.72 -2.20 -2.40
C -3.17 -1.05 -1.76
C -3.82 1.57 2.69
C -4.16 0.60 3.63
C -5.01 0.94 4.71
C -5.43 2.29 4.88
C -4.87 3.24 4.03
C -4.21 2.87 2.87
H -5.81 0.43 -0.99
H -6.36 1.11 -3.26
H -5.67 3.39 -4.09
H -3.63 4.43 -2.99
H -2.98 3.76 -0.68
H -3.29 -2.25 1.44
H -4.52 -4.05 0.30
H -4.44 -4.20 -2.22
H -3.86 -2.08 -3.48
H -2.87 -0.26 -2.44
H -3.68 -0.39 3.54
H -5.24 0.13 5.40
H -6.01 2.51 5.82
H -5.01 4.28 4.31
H -4.07 3.65 2.10
*
```